1.
{
  "formula": "CH2N4O2",
  "method": "ωB97M-V/def2-TZVPD",
  "smiles": "[H]/N=c1/nnon1O",
  "e_tot_ha": -408.58194,
  "gap_ev": 10.3,
  "relative_energy_kcal_mol": 127.8,
  "symbols": ["H", "N", "C", "N", "N", "O", "N", "O", "H"],
  "xyz": [[1.8489, -1.0413, 0.0299], [0.9950, -1.5494, 0.0181], [-0.0218, -0.8912, 0.1464], [-1.4396, -1.2264, -0.2046], [-1.9602, -0.0833, -0.1505], [-1.3185, 0.8991, 0.1782], [0.0341, 0.4879, 0.5858], [0.8091, 1.1682, -0.3972], [1.0529, 2.2363, -0.2061]],
  "forces_ev_per_a": [[0.7483, 0.5773, 0.6406], [0.3688, -2.6828, -1.1049], [-0.9934, 0.8157, 0.0315], [2.3648, 2.2525, 1.2906], [-4.7725, -4.8329, -2.2117], [2.4100, 3.5663, 2.1468], [-0.1972, 1.8176, -1.2444], [1.5045, 2.9653, 0.1409], [-1.4333, -4.4790, 0.3105]],
  "mulliken_charge": [0.282, -0.551, 0.560, -0.291, 0.125, -0.048, 0.018, -0.468, 0.373]
}

2.
{
  "formula": "CH2N4O3",
  "method": "ωB97M-V/def2-TZVPD",
  "e_tot_ha": -483.78672,
  "gap_ev": [9.6, 7.3],
  "relative_energy_kcal_mol": 59.2,
  "symbols": ["C", "N", "N", "N", "N", "O", "O", "O", "H", "H"],
  "xyz": [[0.1558, -1.8544, -0.8511], [0.7250, -2.3458, -1.7208], [-0.3961, -1.2436, 0.2377], [0.0798, -0.2005, 0.9180], [-0.6518, 1.7011, -0.1642], [-1.7561, 1.7327, -0.6178], [0.2792, 2.4454, -0.2102], [1.3831, 0.1064, 0.6705], [-1.2809, -1.3349, 0.6895], [1.4622, 0.9937, 1.0483]],
  "forces_ev_per_a": [[-0.5780, 0.6611, 1.2056], [-0.0515, -0.0930, -0.1795], [1.2104, -0.0699, -0.4683], [0.7994, 2.0093, 0.7051], [-0.2413, -0.8330, 0.1272], [0.4461, 0.3093, 0.0554], [-0.2165, 0.3881, -0.1250], [-0.5142, -1.1169, -0.4737], [-0.9068, -1.3186, -0.8404], [0.0525, 0.0636, -0.0063]],
  "mulliken_charge": [0.381, -0.343, 0.073, -0.375, 0.759, -0.442, -0.461, -0.309, 0.302, 0.416]
}

3.
{
  "formula": "CH2N4O3",
  "method": "ωB97M-V/def2-TZVPD",
  "e_tot_ha": -483.74046,
  "gap_ev": [9.1, 8.7],
  "relative_energy_kcal_mol": 43.2,
  "spin_multiplicity": 3,
  "s2": 2.02,
  "symbols": ["C", "N", "N", "N", "N", "O", "O", "O", "H", "H"],
  "xyz": [[2.2873, -1.0611, -0.5727], [3.1218, -0.9638, -1.3849], [0.4314, -1.1543, 0.9079], [1.4280, -0.6577, 0.3932], [-1.4464, 1.6387, 0.1042], [-1.9481, 0.4560, -0.5582], [-1.9858, 2.6514, -0.1664], [-0.6290, 1.4142, 0.9505], [0.1025, -2.1180, 0.6808], [-1.3617, -0.2053, -0.3545]],
  "forces_ev_per_a": [[-0.1721, 2.1971, 0.7460], [-0.4955, -0.7660, 0.3611], [-0.6003, -1.0197, -0.2659], [1.1577, -1.4759, -1.3893], [-0.4507, -1.4005, 0.9059], [-2.5164, 4.0933, -1.1548], [-0.2477, 0.0515, -0.7625], [0.3734, 0.1871, -0.1906], [0.2298, 0.7321, 0.4882], [2.7219, -2.5989, 1.2619]],
  "mulliken_charge": [0.334, -0.337, -0.472, 0.187, 1.043, -0.395, -0.515, -0.482, 0.294, 0.342]
}

4.
{
  "formula": "CH2N4OS",
  "method": "ωB97M-V/def2-TZVPD",
  "smiles": "Nn1nnoc1=S",
  "e_tot_ha": -731.60105,
  "gap_ev": 8.9,
  "relative_energy_kcal_mol": 47.4,
  "symbols": ["N", "N", "N", "N", "O", "C", "S", "H", "H"],
  "xyz": [[1.3552, -0.8450, -0.2594], [-0.0486, -0.4680, -0.0640], [-0.8864, -1.0287, 0.9579], [-1.7769, -0.1578, 1.2369], [-1.5530, 1.0797, 0.5069], [-0.5015, 0.8676, -0.1493], [0.0780, 2.1030, -1.0948], [2.0079, -0.3729, 0.1613], [1.3254, -1.1777, -1.2954]],
  "forces_ev_per_a": [[-8.7783, -5.1789, -5.4668], [0.8369, 1.2634, 1.9868], [-0.9915, 3.0927, -0.5323], [1.3270, -2.6767, 0.0374], [-1.9660, -2.1631, 2.4516], [3.7850, 1.3323, -4.0860], [0.4498, -0.7847, 0.2353], [4.1417, 3.8777, 2.4867], [1.1954, 1.2372, 2.8874]],
  "mulliken_charge": [-0.414, 0.275, -0.186, 0.031, -0.108, 0.230, -0.334, 0.211, 0.295]
}

5.
{
  "formula": "CH2N5S",
  "method": "ωB97M-V/def2-TZVPD",
  "smiles": "[S-]Nc1nnn[nH]1",
  "e_tot_ha": -711.26731,
  "gap_ev": 7.1,
  "relative_energy_kcal_mol": 13.5,
  "charge": -1,
  "symbols": ["S", "N", "C", "N", "N", "N", "N", "H", "H"],
  "xyz": [[-0.4910, -2.2429, -0.4632], [0.3152, -1.2602, 0.6768], [0.1895, 0.0730, 0.3451], [0.3774, 1.2010, 1.0430], [0.3551, 2.1392, 0.0347], [0.0545, 1.6514, -1.0741], [-0.1673, 0.3748, -0.9139], [0.0641, -1.4156, 1.7215], [-0.6974, -0.5207, -1.3699]],
  "forces_ev_per_a": [[-0.8385, -1.8920, -0.7193], [-0.4820, 1.2691, 3.2409], [-0.5106, 0.0316, 0.8795], [0.8021, -0.9344, -1.4194], [0.4162, 1.3836, 2.1258], [-1.1639, 1.4270, -2.1516], [0.0900, -3.0202, 0.3717], [0.5454, 0.2670, -2.5261], [1.1412, 1.4683, 0.1986]],
  "mulliken_charge": [-0.649, -0.245, 0.407, -0.449, -0.218, -0.613, 0.275, 0.279, 0.213]
}

6.
{
  "formula": "CH2N7",
  "method": "ωB97M-V/def2-TZVPD",
  "e_tot_ha": -422.42944,
  "gap_ev": [7.9, 7.5],
  "relative_energy_kcal_mol": 87.1,
  "charge": -1,
  "symbols": ["C", "N", "N", "N", "N", "N", "N", "N", "H", "H"],
  "xyz": [[-0.4177, 1.2199, -0.6525], [-1.6730, 2.5024, 0.3865], [-1.0357, 1.3921, 0.5145], [-0.6712, 2.1863, -1.5679], [-1.4638, 2.9684, -0.8908], [0.6839, -0.8314, -0.7178], [0.4697, -1.3922, 0.3448], [1.0835, -2.5017, 0.6135], [2.0665, -2.8468, 0.3250], [0.9579, -2.6970, 1.6445]],
  "forces_ev_per_a": [[0.0783, -1.1286, 0.2417], [-0.5788, 1.8124, -2.0475], [1.5748, -2.0099, -0.2031], [0.8084, -2.0500, 0.7610], [-1.1197, 1.3370, 1.5115], [-0.5776, 1.0608, 0.9091], [-0.9225, 3.8675, -2.4441], [2.5374, -4.6238, 3.3962], [-2.0226, 1.5556, -0.2731], [0.2224, 0.1791, -1.8519]],
  "mulliken_charge": [0.445, -0.462, -0.134, -0.367, -0.319, -0.415, 0.336, -0.602, 0.270, 0.248]
}